<P>
Here is a cluster of 11 separate species, C33H66O11 in total from OMol25. Energies are from the ωB97M-V functional and the def2-TZVPD basis.

## Properties
- LUMO energy (eV) = -0.02
- total charge = 0
- SMILES string = CC(C)=O.CC(C)=O.CC(C)=O.CC(C)=O.CC(C)=O.CC(C)=O.CC(C)=O.CC(C)=O.CC(C)=O.CC(C)=O.CC(C)=O
- HOMO-LUMO gap (hartree) = 0.3399
- E_HOMO (eV) = -9.274

CARTESIAN COORDINATES (ANGSTROEM)
C  0.889  -5.928  -1.817
C  0.433  -7.016  -0.778
C  1.137  -7.212  0.527
O  -0.347  -7.803  -1.224
H  -0.057  -5.418  -1.995
H  1.132  -6.316  -2.806
H  1.655  -5.260  -1.423
H  2.149  -7.602  0.415
H  0.666  -8.072  1.002
H  1.204  -6.287  1.099
C  -5.743  -4.699  0.852
C  -5.123  -4.642  2.268
C  -5.294  -5.886  3.141
O  -4.376  -3.734  2.760
H  -5.034  -4.927  0.056
H  -6.259  -3.802  0.507
H  -6.466  -5.487  0.640
H  -4.685  -6.733  2.824
H  -6.314  -6.250  3.024
H  -4.998  -5.780  4.185
C  0.593  0.358  -0.484
C  0.044  0.371  0.932
C  0.190  -0.849  1.672
O  -0.449  1.323  1.497
H  -0.206  0.925  -0.962
H  0.841  -0.646  -0.827
H  1.498  0.965  -0.477
H  1.070  -1.078  2.274
H  0.310  -1.689  0.987
H  -0.720  -1.052  2.237
C  -5.993  0.567  6.277
C  -5.091  1.812  6.515
C  -3.952  1.994  5.452
O  -5.319  2.590  7.459
H  -6.611  0.811  5.413
H  -6.653  0.271  7.092
H  -5.360  -0.247  5.922
H  -3.523  2.905  5.870
H  -4.324  2.252  4.460
H  -3.205  1.203  5.383
C  5.643  0.596  3.713
C  6.274  1.412  2.625
C  7.800  1.627  2.645
O  5.629  1.779  1.664
H  4.561  0.710  3.779
H  6.138  1.076  4.557
H  5.844  -0.474  3.658
H  8.102  2.399  3.352
H  8.283  1.712  1.671
H  8.248  0.668  2.907
C  -5.462  1.685  -0.667
C  -6.833  2.045  -1.164
C  -7.023  2.978  -2.321
O  -7.868  1.575  -0.667
H  -4.906  2.577  -0.378
H  -4.884  1.146  -1.418
H  -5.592  0.964  0.141
H  -7.872  3.657  -2.236
H  -7.301  2.311  -3.137
H  -6.167  3.572  -2.639
C  5.506  -1.031  -3.340
C  6.820  -1.341  -4.099
C  8.182  -0.881  -3.592
O  6.634  -1.784  -5.231
H  4.657  -1.058  -4.023
H  5.610  -0.076  -2.825
H  5.299  -1.808  -2.604
H  8.465  0.098  -3.978
H  9.009  -1.578  -3.734
H  8.172  -0.850  -2.502
C  -0.852  -1.318  -5.338
C  -2.290  -1.154  -5.042
C  -3.148  -0.401  -6.041
O  -2.809  -1.723  -4.079
H  -0.275  -0.433  -5.069
H  -0.760  -1.714  -6.349
H  -0.538  -2.091  -4.637
H  -4.002  -0.036  -5.470
H  -3.423  -1.195  -6.734
H  -2.676  0.487  -6.461
C  -0.543  -3.546  7.069
C  -1.001  -2.126  7.320
C  -0.021  -0.975  7.029
O  -2.103  -1.964  7.892
H  -0.931  -4.319  7.733
H  0.547  -3.538  7.041
H  -0.795  -3.850  6.053
H  -0.404  0.011  7.293
H  0.084  -1.076  5.949
H  0.931  -1.185  7.516
C  4.697  4.701  -2.889
C  6.179  4.940  -2.958
C  6.627  6.367  -2.623
O  6.903  4.124  -3.505
H  4.305  4.222  -1.992
H  4.541  4.157  -3.820
H  4.288  5.702  -3.026
H  6.062  7.131  -3.156
H  7.691  6.450  -2.848
H  6.571  6.451  -1.538
C  -1.232  5.985  -3.488
C  -0.658  5.517  -4.778
C  -1.215  6.219  -6.003
O  0.088  4.626  -4.898
H  -2.285  6.237  -3.617
H  -0.714  6.912  -3.243
H  -1.287  5.336  -2.614
H  -0.579  6.490  -6.845
H  -1.502  7.220  -5.682
H  -2.147  5.716  -6.260

Löwdin atomic charge list, values in e, 99 entries: number 1, C, carries -0.0186; number 2, C, carries -0.4906; number 3, C, carries -0.0265; number 4, O, carries 0.0676; number 5, H, carries 0.0738; number 6, H, carries 0.0781; number 7, H, carries 0.0634; number 8, H, carries 0.0874; number 9, H, carries 0.0834; number 10, H, carries 0.0820; number 11, C, carries -0.0262; number 12, C, carries -0.3936; number 13, C, carries -0.0436; number 14, O, carries -0.0004; number 15, H, carries 0.0815; number 16, H, carries 0.0787; number 17, H, carries 0.0692; number 18, H, carries 0.0817; number 19, H, carries 0.0731; number 20, H, carries 0.0792; number 21, C, carries -0.0041; number 22, C, carries -0.5343; number 23, C, carries -0.0449; number 24, O, carries 0.0681; number 25, H, carries 0.0888; number 26, H, carries 0.0749; number 27, H, carries 0.0892; number 28, H, carries 0.0951; number 29, H, carries 0.0708; number 30, H, carries 0.0964; number 31, C, carries -0.0285; number 32, C, carries -0.4207; number 33, C, carries -0.0198; number 34, O, carries 0.0278; number 35, H, carries 0.0769; number 36, H, carries 0.0761; number 37, H, carries 0.0708; number 38, H, carries 0.0690; number 39, H, carries 0.0766; number 40, H, carries 0.0726; number 41, C, carries -0.0274; number 42, C, carries -0.4914; number 43, C, carries -0.0241; number 44, O, carries 0.0545; number 45, H, carries 0.0830; number 46, H, carries 0.0820; number 47, H, carries 0.0889; number 48, H, carries 0.0823; number 49, H, carries 0.0786; number 50, H, carries 0.0732; number 51, C, carries -0.0195; number 52, C, carries -0.4795; number 53, C, carries -0.0355; number 54, O, carries 0.0346; number 55, H, carries 0.0867; number 56, H, carries 0.0839; number 57, H, carries 0.0838; number 58, H, carries 0.0848; number 59, H, carries 0.0884; number 60, H, carries 0.0727; number 61, C, carries -0.0268; number 62, C, carries -0.4412; number 63, C, carries -0.0229; number 64, O, carries 0.0328; number 65, H, carries 0.0757; number 66, H, carries 0.0736; number 67, H, carries 0.0727; number 68, H, carries 0.0899; number 69, H, carries 0.0781; number 70, H, carries 0.0685; number 71, C, carries -0.0276; number 72, C, carries -0.5086; number 73, C, carries -0.0218; number 74, O, carries 0.0390; number 75, H, carries 0.0935; number 76, H, carries 0.0925; number 77, H, carries 0.0802; number 78, H, carries 0.0779; number 79, H, carries 0.0936; number 80, H, carries 0.0809; number 81, C, carries -0.0341; number 82, C, carries -0.4468; number 83, C, carries -0.0181; number 84, O, carries 0.0223; number 85, H, carries 0.0868; number 86, H, carries 0.0701; number 87, H, carries 0.0826; number 88, H, carries 0.0814; number 89, H, carries 0.0765; number 90, H, carries 0.0792; number 91, C, carries -0.0209; number 92, C, carries -0.4892; number 93, C, carries -0.0276; number 94, O, carries 0.0490; number 95, H, carries 0.0888; number 96, H, carries 0.0888; number 97, H, carries 0.0708; number 98, H, carries 0.0808; number 99, H, carries 0.0761

---

<Q>
Here is a cluster of 11 separate species, C33H66O11 in total from OMol25. Energies are from the ωB97M-V functional and the def2-TZVPD basis.

## Properties
- LUMO energy (eV) = 0.31
- total charge = 0
- SMILES string = CC(C)=O.CC(C)=O.CC(C)=O.CC(C)=O.CC(C)=O.CC(C)=O.CC(C)=O.CC(C)=O.CC(C)=O.CC(C)=O.CC(C)=O
- HOMO-LUMO gap (hartree) = 0.3591
- E_HOMO (eV) = -9.463

CARTESIAN COORDINATES (ANGSTROEM)
C  -17.201  -2.295  6.470
C  -16.367  -3.563  6.424
C  -16.244  -4.268  5.092
O  -15.797  -3.969  7.407
H  -16.906  -1.741  7.358
H  -18.258  -2.542  6.503
H  -16.951  -1.746  5.565
H  -16.796  -3.757  4.303
H  -16.774  -5.213  5.236
H  -15.223  -4.416  4.753
C  -18.876  1.245  -1.413
C  -20.000  0.948  -0.446
C  -21.219  1.823  -0.557
O  -19.934  0.033  0.340
H  -19.178  0.776  -2.349
H  -17.957  0.777  -1.075
H  -18.710  2.322  -1.405
H  -22.058  1.392  -0.014
H  -21.484  2.037  -1.589
H  -20.994  2.755  -0.024
C  -18.741  -4.110  -2.743
C  -17.549  -3.207  -2.682
C  -17.830  -1.732  -2.571
O  -16.416  -3.627  -2.678
H  -18.448  -5.146  -2.884
H  -19.375  -3.783  -3.577
H  -19.388  -4.010  -1.868
H  -18.563  -1.539  -1.785
H  -18.246  -1.363  -3.516
H  -16.919  -1.172  -2.383
C  -12.553  -2.080  -2.110
C  -13.791  -1.899  -1.272
C  -13.747  -2.443  0.126
O  -14.731  -1.241  -1.652
H  -11.811  -1.323  -1.844
H  -12.745  -1.989  -3.178
H  -12.096  -3.060  -1.944
H  -13.593  -3.520  0.133
H  -14.696  -2.200  0.598
H  -12.926  -1.990  0.686
C  -17.558  -6.461  2.891
C  -18.240  -7.615  2.219
C  -18.845  -8.635  3.158
O  -18.290  -7.734  1.017
H  -17.258  -5.719  2.155
H  -16.707  -6.828  3.462
H  -18.288  -6.003  3.564
H  -19.927  -8.516  3.207
H  -18.474  -8.488  4.169
H  -18.547  -9.617  2.793
C  -14.062  0.605  2.601
C  -14.491  1.293  1.325
C  -15.844  0.926  0.791
O  -13.745  2.029  0.731
H  -13.054  0.911  2.860
H  -14.085  -0.480  2.482
H  -14.772  0.874  3.389
H  -15.819  -0.128  0.486
H  -16.146  1.482  -0.089
H  -16.610  0.976  1.573
C  -18.071  -2.527  1.397
C  -18.705  -2.304  2.728
C  -18.608  -0.902  3.274
O  -19.193  -3.205  3.371
H  -17.913  -3.578  1.175
H  -17.135  -1.966  1.356
H  -18.745  -2.098  0.648
H  -18.674  -0.169  2.469
H  -17.609  -0.835  3.715
H  -19.363  -0.665  4.018
C  -22.044  -6.792  6.956
C  -20.858  -6.567  6.050
C  -20.752  -5.200  5.413
O  -19.992  -7.398  5.907
H  -22.956  -6.488  6.438
H  -21.912  -6.176  7.846
H  -22.112  -7.843  7.223
H  -20.966  -4.434  6.168
H  -21.454  -5.038  4.596
H  -19.737  -5.022  5.066
C  -20.693  -5.136  0.763
C  -22.012  -4.367  0.882
C  -23.022  -4.812  1.910
O  -22.279  -3.470  0.114
H  -20.822  -5.842  -0.059
H  -20.509  -5.679  1.681
H  -20.014  -4.340  0.472
H  -23.977  -4.962  1.410
H  -23.128  -4.062  2.696
H  -22.727  -5.741  2.402
C  -14.010  -7.319  0.857
C  -14.736  -5.998  0.849
C  -15.622  -5.716  -0.319
O  -14.599  -5.199  1.756
H  -13.884  -7.626  1.896
H  -13.063  -7.344  0.327
H  -14.684  -8.074  0.436
H  -16.367  -6.521  -0.374
H  -15.064  -5.668  -1.253
H  -16.213  -4.816  -0.161
C  -22.001  -1.438  9.174
C  -21.520  -0.532  8.072
C  -20.267  -0.930  7.347
O  -22.099  0.491  7.805
H  -21.184  -1.729  9.835
H  -22.442  -2.337  8.734
H  -22.773  -0.935  9.750
H  -20.064  -0.275  6.503
H  -20.317  -1.958  6.986
H  -19.418  -0.812  8.026

Löwdin atomic charge list, values in e, 99 entries: number 1, C, carries -0.0094; number 2, C, carries -0.4824; number 3, C, carries -0.0101; number 4, O, carries 0.0697; number 5, H, carries 0.0862; number 6, H, carries 0.0616; number 7, H, carries 0.0622; number 8, H, carries 0.0562; number 9, H, carries 0.0784; number 10, H, carries 0.0933; number 11, C, carries -0.0175; number 12, C, carries -0.4872; number 13, C, carries -0.0172; number 14, O, carries 0.0579; number 15, H, carries 0.0878; number 16, H, carries 0.0496; number 17, H, carries 0.0930; number 18, H, carries 0.0854; number 19, H, carries 0.0845; number 20, H, carries 0.0942; number 21, C, carries -0.0102; number 22, C, carries -0.4935; number 23, C, carries -0.0258; number 24, O, carries 0.0650; number 25, H, carries 0.0860; number 26, H, carries 0.0919; number 27, H, carries 0.0701; number 28, H, carries 0.0663; number 29, H, carries 0.0951; number 30, H, carries 0.0610; number 31, C, carries -0.0145; number 32, C, carries -0.4831; number 33, C, carries -0.0104; number 34, O, carries 0.0520; number 35, H, carries 0.0915; number 36, H, carries 0.0845; number 37, H, carries 0.0804; number 38, H, carries 0.0671; number 39, H, carries 0.0641; number 40, H, carries 0.0955; number 41, C, carries -0.0224; number 42, C, carries -0.5017; number 43, C, carries -0.0170; number 44, O, carries 0.0537; number 45, H, carries 0.0640; number 46, H, carries 0.0984; number 47, H, carries 0.0674; number 48, H, carries 0.0858; number 49, H, carries 0.0643; number 50, H, carries 0.0875; number 51, C, carries -0.0167; number 52, C, carries -0.5023; number 53, C, carries -0.0213; number 54, O, carries 0.0794; number 55, H, carries 0.0827; number 56, H, carries 0.0694; number 57, H, carries 0.0830; number 58, H, carries 0.0602; number 59, H, carries 0.0749; number 60, H, carries 0.0789; number 61, C, carries -0.0033; number 62, C, carries -0.4858; number 63, C, carries -0.0062; number 64, O, carries 0.0475; number 65, H, carries 0.0646; number 66, H, carries 0.0769; number 67, H, carries 0.0750; number 68, H, carries 0.0579; number 69, H, carries 0.0745; number 70, H, carries 0.0790; number 71, C, carries -0.0198; number 72, C, carries -0.4868; number 73, C, carries -0.0115; number 74, O, carries 0.0657; number 75, H, carries 0.0841; number 76, H, carries 0.0868; number 77, H, carries 0.0825; number 78, H, carries 0.0774; number 79, H, carries 0.0736; number 80, H, carries 0.0514; number 81, C, carries -0.0007; number 82, C, carries -0.4842; number 83, C, carries -0.0233; number 84, O, carries 0.0586; number 85, H, carries 0.0996; number 86, H, carries 0.0641; number 87, H, carries 0.0553; number 88, H, carries 0.0858; number 89, H, carries 0.0859; number 90, H, carries 0.0656; number 91, C, carries -0.0132; number 92, C, carries -0.5149; number 93, C, carries -0.0284; number 94, O, carries 0.0361; number 95, H, carries 0.0842; number 96, H, carries 0.0857; number 97, H, carries 0.0831; number 98, H, carries 0.0818; number 99, H, carries 0.0939

---

Stability verdict: <Q>, ahead by 447.0 kJ/mol